1.
DFT (the ωB97M-V functional and the def2-TZVPD basis) results for 2 unconnected molecules or ions with the total composition C5H10O2.

Cartesian coordinates (Å):
C: 1.55730 2.13630 -0.06982
C: 1.37275 0.85563 -0.88052
C: 0.66310 -0.21246 -0.09044
O: -0.75403 -0.02764 0.01669
C: -0.25555 -1.15576 -0.72437
C: -2.59399 -2.32472 1.17549
O: -2.70641 -1.08491 1.55887
H: 2.01643 2.92389 -0.67529
H: 0.59015 2.50297 0.29028
H: 2.20044 1.96415 0.80108
H: 0.78157 1.05949 -1.78141
H: 2.34366 0.46588 -1.21244
H: 1.13679 -0.51179 0.84696
H: -1.95943 -0.58089 1.15323
H: -0.48408 -2.11297 -0.26173
H: -0.42593 -1.08448 -1.79780
H: -3.48275 -2.81269 1.65122

The HOMO-LUMO gap is 9.4 eV. The calculation puts the electronic energy at -9438.17821 eV. For the HOMO energy, the calculation gives -8.361 eV.

Here are the Löwdin charges for atoms 1 to 6, given in e: atom 1 (C): -0.10, atom 2 (C): -0.21, atom 3 (C): -0.30, atom 4 (O): -0.10, atom 5 (C): -0.10, atom 6 (C): 0.00

2.
DFT (the ωB97M-V functional and the def2-TZVPD basis) results for 2 unconnected molecules or ions with the total composition C6H13NO2.

Cartesian coordinates (Å):
C: 1.55901 -0.85789 0.92003
C: -1.65429 1.81818 -0.64868
C: -1.57758 0.59179 -1.28481
N: 2.58885 0.15179 1.01466
O: -2.29075 -0.29174 -1.65196
H: 2.80239 0.55943 0.11341
H: 2.30491 0.89801 1.63864
H: 1.81167 -1.57668 0.13983
H: 1.54432 -1.42673 1.85900
H: -0.83833 2.51482 -0.77911
H: -2.64897 2.23906 -0.56125
H: -0.95094 1.26566 0.73469
C: 0.24885 0.11524 -1.46012
C: -0.92214 -1.47482 0.77229
C: 0.11876 -0.38914 0.73352
O: -0.14393 0.75794 1.28770
H: 0.03234 0.62318 -2.41005
H: 0.42147 -0.92512 -1.72128
H: 1.11576 0.67159 -1.10988
H: -1.92786 -1.08045 0.66828
H: -0.83775 -1.96443 1.74784
H: -0.75577 -2.21969 -0.00275

The HOMO-LUMO gap is 8.5 eV. The calculation puts the electronic energy at -12013.95732 eV. For the HOMO energy, the calculation gives -8.600 eV.

Here are the Löwdin charges for atoms 1 to 6, given in e: atom 1 (C): -0.23, atom 2 (C): -0.06, atom 3 (C): -0.49, atom 4 (N): 0.02, atom 5 (O): 0.05, atom 6 (H): 0.06

Which value of HOMO-LUMO gap does entry 1 give? 9.4 eV

Repeat the second record exactly.
DFT (the ωB97M-V functional and the def2-TZVPD basis) results for 2 unconnected molecules or ions with the total composition C6H13NO2.

Cartesian coordinates (Å):
C: 1.55901 -0.85789 0.92003
C: -1.65429 1.81818 -0.64868
C: -1.57758 0.59179 -1.28481
N: 2.58885 0.15179 1.01466
O: -2.29075 -0.29174 -1.65196
H: 2.80239 0.55943 0.11341
H: 2.30491 0.89801 1.63864
H: 1.81167 -1.57668 0.13983
H: 1.54432 -1.42673 1.85900
H: -0.83833 2.51482 -0.77911
H: -2.64897 2.23906 -0.56125
H: -0.95094 1.26566 0.73469
C: 0.24885 0.11524 -1.46012
C: -0.92214 -1.47482 0.77229
C: 0.11876 -0.38914 0.73352
O: -0.14393 0.75794 1.28770
H: 0.03234 0.62318 -2.41005
H: 0.42147 -0.92512 -1.72128
H: 1.11576 0.67159 -1.10988
H: -1.92786 -1.08045 0.66828
H: -0.83775 -1.96443 1.74784
H: -0.75577 -2.21969 -0.00275

The HOMO-LUMO gap is 8.5 eV. The calculation puts the electronic energy at -12013.95732 eV. For the HOMO energy, the calculation gives -8.600 eV.

Here are the Löwdin charges for atoms 1 to 6, given in e: atom 1 (C): -0.23, atom 2 (C): -0.06, atom 3 (C): -0.49, atom 4 (N): 0.02, atom 5 (O): 0.05, atom 6 (H): 0.06

Look up the electronic energy of the first one. -9438.17821 eV

Look up the electronic energy of the second one. -12013.95732 eV